# C12H42N2O10

8 unconnected molecules or ions with the total composition C12H42N2O10 at a distorted geometry (ωB97M-V/def2-TZVPD, the OMol25 dataset).

Each line ends with the Löwdin charge.
Geometry (Å):
1 C 0.076 4.950 -4.064  -0.11
2 O -1.067 4.588 -3.332  -0.18
3 C -0.774 3.713 -2.284  -0.25
4 C -2.012 3.467 -1.452  -0.22
5 N -3.039 2.854 -2.239  -0.08
6 C -4.203 2.399 -1.478  -0.20
7 C -5.284 1.940 -2.433  -0.24
8 O -6.385 1.524 -1.672  -0.18
9 C -7.329 0.798 -2.409  -0.12
10 H 0.506 4.080 -4.581  0.09
11 H 0.869 5.352 -3.419  0.09
12 H -0.217 5.700 -4.793  0.09
13 H 0.017 4.117 -1.628  0.12
14 H -0.398 2.743 -2.642  0.13
15 H -2.338 4.396 -0.959  0.13
16 H -1.684 2.762 -0.679  0.12
17 H -3.325 3.366 -3.060  0.12
18 H -4.599 3.180 -0.814  0.13
19 H -3.925 1.521 -0.888  0.10
20 H -4.892 1.093 -3.015  0.13
21 H -5.535 2.753 -3.132  0.13
22 H -8.039 0.377 -1.703  0.09
23 H -6.846 -0.016 -2.967  0.09
24 H -7.857 1.429 -3.136  0.09
25 C 1.189 -2.206 0.448  -0.08
26 O 2.571 -2.365 0.782  -0.20
27 C 3.357 -2.659 -0.336  -0.25
28 C 4.682 -3.235 0.120  -0.21
29 N 5.291 -2.359 1.139  -0.06
30 C 6.291 -3.076 1.915  -0.23
31 C 6.973 -2.192 2.939  -0.24
32 O 6.116 -2.052 4.055  -0.19
33 C 6.697 -1.320 5.089  -0.14
34 H 1.096 -1.448 -0.340  0.09
35 H 0.645 -1.780 1.290  0.07
36 H 0.773 -3.180 0.193  0.09
37 H 3.537 -1.770 -0.956  0.13
38 H 2.850 -3.394 -0.980  0.12
39 H 5.361 -3.214 -0.739  0.12
40 H 4.597 -4.268 0.477  0.12
41 H 4.545 -2.122 1.789  0.10
42 H 7.070 -3.479 1.264  0.12
43 H 5.848 -3.902 2.492  0.13
44 H 7.217 -1.212 2.515  0.12
45 H 7.907 -2.704 3.217  0.12
46 H 5.949 -1.165 5.869  0.09
47 H 7.067 -0.340 4.768  0.09
48 H 7.520 -1.873 5.566  0.09
49 O -4.145 0.250 1.800  -0.06
50 H -3.394 0.334 1.185  0.01
51 H -4.469 1.149 1.911  0.05
52 O -1.593 -0.176 0.595  -0.09
53 H -1.761 -0.968 1.136  0.01
54 H -0.938 0.339 1.100  0.02
55 O -2.038 -0.023 -2.136  -0.09
56 H -1.885 -0.117 -1.178  -0.02
57 H -2.476 0.835 -2.230  -0.02
58 O -1.944 -3.712 -0.491  -0.06
59 H -1.823 -3.424 -1.402  0.04
60 H -2.559 -3.075 -0.113  0.01
61 O -2.733 -2.029 2.217  -0.05
62 H -3.379 -1.328 2.411  0.02
63 H -2.700 -2.582 3.003  0.07
64 O 0.094 0.761 2.527  -0.03
65 H -0.163 1.055 3.406  0.06
66 H 1.038 0.943 2.460  0.07

## Properties
* calculated total energy: -1344.2425 Ha
* frontier orbital gap: 8.844 eV
* SMILES string: COCCNCCOC.COCCNCCOC.O.O.O.O.O.O
* LUMO energy: 0.09 eV
* energy above the lowest of the compared OMol25 structures with the same formula, charge and spin: 6.41 kcal/mol